Computed, not measured: a structure of composition CH3BBr2O2 at a distorted geometry, with the ωB97M-V functional and the def2-TZVPD basis.

The value obtained for the gap between HOMO and LUMO (spin up / spin down) is 4.9 / 5.7 eV. The spin multiplicity is 3. The highest occupied orbital energy (spin up / spin down) comes out at -5.00 / -10.30 eV. The value obtained for the LUMO energy (spin up / spin down) is -0.10 / -4.58 eV. The expectation value of S² is 2.01. Its maximum force is 4.012 eV Å⁻¹.

Positions of all 9 atoms, in Å:
B1 2.060 0.094 0.234
C1 -1.463 0.323 0.129
O1 1.653 -0.965 -0.400
O2 2.269 1.109 0.833
Br1 -3.107 1.232 -0.325
Br2 -1.655 -1.595 0.068
H1 -1.187 0.607 1.141
H2 2.121 -1.411 -1.099
H3 -0.691 0.607 -0.582


Computed, not measured: a cluster of 8 separate species, C4H23NO9S in total at a distorted geometry, with the ωB97M-V functional and the def2-TZVPD basis.

The value obtained for the gap between HOMO and LUMO is 9.0 eV. The highest occupied orbital energy comes out at -8.79 eV. The value obtained for the LUMO energy is 0.23 eV. Its maximum force is 6.365 eV Å⁻¹.

Positions of all 38 atoms, in Å:
N1 -2.522 0.371 0.288
C1 -1.096 0.361 0.642
C2 -0.508 1.740 1.039
C3 -0.232 2.014 2.540
S1 0.990 1.056 3.403
C4 -0.481 -0.127 -0.714
O1 -0.205 0.637 -1.562
O2 -0.348 -1.441 -0.792
H1 -3.016 -0.062 1.036
H2 -2.745 1.373 0.279
H3 -0.829 -0.361 1.465
H4 0.513 1.813 0.587
H5 -1.177 2.587 0.621
H6 -0.041 3.140 2.601
H7 -1.125 1.700 3.146
H8 1.142 -0.065 2.595
H9 -0.010 -1.807 -1.665
O3 2.241 1.802 -0.857
H10 2.118 2.140 -1.743
H11 3.130 1.891 -0.622
O4 -3.077 -1.200 -2.302
H12 -3.756 -1.130 -2.961
H13 -2.831 -0.537 -1.724
O5 0.489 2.966 -2.944
H14 -0.014 3.268 -3.677
H15 0.167 2.201 -2.588
O6 1.963 -2.568 1.607
H16 2.431 -3.092 0.888
H17 1.215 -2.163 1.039
O7 0.176 -2.406 -3.255
H18 0.147 -3.341 -3.596
H19 -0.776 -2.033 -3.361
O8 -2.732 -1.885 1.901
H20 -2.997 -2.738 1.430
H21 -1.924 -1.764 1.569
O9 3.810 -1.258 -0.781
H22 4.416 -0.954 0.004
H23 3.153 -0.639 -0.950


Computed, not measured: an isolated molecule of C16H27NO5, with the ωB97M-V functional and the def2-TZVPD basis.

The value obtained for the gap between HOMO and LUMO is 8.9 eV. The highest occupied orbital energy comes out at -8.05 eV. The value obtained for the LUMO energy is 0.84 eV. Its maximum force is 0.640 eV Å⁻¹.

Positions of all 49 atoms, in Å:
C1 3.189 2.683 1.775
O1 2.961 1.523 1.024
C2 4.147 0.950 0.515
C3 3.813 -0.358 -0.191
C4 2.935 -0.129 -1.429
N1 2.483 -1.325 -2.108
C5 1.283 -1.970 -1.620
C6 1.428 -2.966 -0.451
O2 1.704 -2.415 0.822
C7 0.604 -2.026 1.603
C8 -0.011 -0.668 1.246
O3 -1.008 -0.885 0.256
C9 -1.884 0.143 0.009
C10 -3.254 -0.149 0.102
O4 -3.552 -1.419 0.496
C11 -4.904 -1.795 0.565
C12 -4.192 0.833 -0.191
C13 -3.768 2.095 -0.562
C14 -2.424 2.397 -0.659
C15 -1.469 1.423 -0.384
O5 -0.122 1.619 -0.481
C16 0.356 2.904 -0.794
H1 3.828 2.478 2.643
H2 2.216 3.031 2.117
H3 3.666 3.466 1.170
H4 4.629 1.655 -0.185
H5 4.851 0.762 1.341
H6 4.748 -0.842 -0.485
H7 3.287 -1.008 0.507
H8 3.503 0.462 -2.160
H9 2.053 0.444 -1.141
H10 3.241 -1.994 -2.193
H11 0.871 -2.546 -2.459
H12 0.560 -1.199 -1.358
H13 2.273 -3.634 -0.657
H14 0.510 -3.567 -0.397
H15 0.995 -1.974 2.623
H16 -0.189 -2.785 1.555
H17 0.770 0.015 0.895
H18 -0.478 -0.240 2.143
H19 -5.451 -1.205 1.308
H20 -5.399 -1.704 -0.407
H21 -4.902 -2.841 0.870
H22 -5.247 0.627 -0.124
H23 -4.500 2.857 -0.784
H24 -2.125 3.387 -0.963
H25 0.073 3.202 -1.808
H26 1.440 2.829 -0.724
H27 -0.002 3.652 -0.079


Computed, not measured: a cluster of 12 separate species, C12H48O12 in total at a distorted geometry, with the ωB97M-V functional and the def2-TZVPD basis.

The value obtained for the gap between HOMO and LUMO is 10.2 eV. The highest occupied orbital energy comes out at -9.79 eV. The value obtained for the LUMO energy is 0.38 eV. Its maximum force is 1.424 eV Å⁻¹.

Positions of all 72 atoms, in Å:
C1 -1.554 4.340 1.744
O1 -2.206 5.392 2.458
H1 -0.601 4.059 2.203
H2 -2.125 3.404 1.746
H3 -1.458 4.752 0.744
H4 -2.236 5.161 3.391
C2 1.380 -0.529 -4.235
O2 0.240 -1.233 -4.721
H5 2.304 -1.113 -4.216
H6 1.563 0.338 -4.874
H7 1.186 -0.217 -3.211
H8 0.516 -1.887 -5.369
C3 -3.927 -1.354 -2.608
O3 -4.087 -0.181 -3.407
H9 -4.844 -1.586 -2.059
H10 -3.590 -2.207 -3.195
H11 -3.157 -1.175 -1.855
H12 -4.207 -0.466 -4.314
C4 1.397 -3.831 1.425
O4 2.712 -4.118 1.932
H13 0.902 -3.230 2.191
H14 1.543 -3.322 0.470
H15 0.873 -4.764 1.235
H16 3.072 -3.271 2.227
C5 -2.230 -3.317 0.378
O5 -2.173 -4.369 1.343
H17 -1.293 -2.749 0.404
H18 -2.413 -3.681 -0.626
H19 -2.980 -2.569 0.665
H20 -1.696 -3.983 2.083
C6 0.221 -3.372 -2.214
O6 -0.891 -2.574 -2.587
H21 0.778 -3.686 -3.102
H22 0.907 -2.816 -1.565
H23 -0.123 -4.233 -1.644
H24 -0.560 -1.989 -3.292
C7 0.769 -0.019 3.561
O7 1.534 0.424 4.664
H25 1.224 0.124 2.584
H26 0.573 -1.090 3.712
H27 -0.224 0.427 3.573
H28 2.467 0.294 4.486
C8 0.323 0.167 -0.485
O8 -0.266 0.840 0.616
H29 0.759 0.884 -1.189
H30 1.103 -0.508 -0.133
H31 -0.423 -0.445 -1.003
H32 -1.032 1.307 0.247
C9 0.913 3.779 -1.757
O9 0.879 4.472 -3.006
H33 0.175 2.982 -1.753
H34 1.895 3.295 -1.680
H35 0.759 4.477 -0.933
H36 1.523 5.182 -2.959
C10 -3.637 1.324 -0.028
O10 -2.523 1.626 -0.858
H37 -4.313 2.173 0.124
H38 -4.296 0.608 -0.535
H39 -3.336 0.925 0.935
H40 -2.886 2.037 -1.649
C11 2.245 3.034 2.595
O11 2.557 2.275 1.446
H41 1.491 2.516 3.195
H42 3.118 3.235 3.214
H43 1.836 4.026 2.369
H44 1.812 2.313 0.839
C12 3.871 -0.954 1.674
O12 3.745 -1.628 2.942
H45 2.931 -1.122 1.158
H46 4.057 0.104 1.852
H47 4.696 -1.378 1.097
H48 4.439 -1.332 3.536


Energy relative to the best compared isomer or geometry (same formula, charge and spin) values (in eV) by entry order: 1.640, 2.564, 3.209, 5.538.